{"formula": "C32H20Cl5F5IrN3O2S", "method": "wB97M-V/def2-TZVPD", "homo_ev": -7.616, "relative_energy_kcal_mol": 34.2, "e_lumo_ha": -0.017, "symbols": ["Ir", "Cl", "Cl", "Cl", "Cl", "Cl", "S", "F", "F", "F", "F", "F", "O", "O", "N", "N", "N", "C", "C", "C", "C", "C", "C", "C", "C", "C", "C", "C", "C", "C", "C", "C", "C", "C", "C", "C", "C", "C", "C", "C", "C", "C", "C", "C", "C", "C", "C", "C", "C", "H", "H", "H", "H", "H", "H", "H", "H", "H", "H", "H", "H", "H", "H", "H", "H", "H", "H", "H", "H"], "xyz": [[0.647233, 0.404367, -0.343706], [-2.277616, -1.623959, -2.180187], [2.765667, 0.040336, -1.826384], [3.372189, -1.092078, -4.720807], [1.036855, -2.466256, -6.309389], [-1.758605, -2.718230, -5.004242], [-1.461863, 1.008706, 0.240021], [-2.340355, -3.215137, 3.149845], [-1.135067, -2.072094, 1.106024], [-4.512446, 0.836954, 4.204691], [-4.056699, -1.810846, 4.741689], [-3.275485, 2.021608, 2.152129], [0.769022, 2.536392, -1.161603], [3.095503, 1.572948, 2.549220], [2.272626, 3.913222, 0.052317], [1.378994, -1.065068, 0.629426], [1.760908, 1.869605, 0.723481], [3.224703, -2.442130, 1.769717], [1.561365, 2.820274, -0.204711], [2.344967, 6.602019, 4.325647], [2.896311, 4.359736, 3.672633], [4.596055, 3.749484, 0.884094], [0.763422, -1.838182, -4.733749], [-1.942246, -1.306882, 1.828145], [3.066931, -2.238306, 3.281941], [7.318649, 3.903317, 0.300283], [-3.681914, 0.131535, 3.443278], [2.668215, 2.248158, 1.627674], [2.262729, 6.965838, 2.990476], [2.161197, -1.726413, 1.133742], [3.140176, -3.923087, 1.384823], [1.797827, -1.226768, -4.035848], [6.866550, 3.073699, 1.310037], [-0.715561, -1.415409, -2.841732], [5.517815, 2.998117, 1.604950], [3.109000, 3.699343, 1.236621], [-3.450531, -1.217407, 3.719169], [6.409868, 4.668019, -0.410647], [0.298810, -0.759557, -2.117093], [1.515509, -0.731443, -2.772049], [-3.034584, 0.728362, 2.379025], [4.538770, -1.815021, 1.271240], [-2.141486, 0.044078, 1.533501], [5.058283, 4.593531, -0.119814], [-2.575523, -1.926051, 2.904952], [2.663343, 5.299689, 4.659086], [2.805146, 4.714322, 2.331137], [2.492525, 6.028042, 1.998919], [-0.494661, -1.937396, -4.126878], [3.014279, -1.176587, 3.517812], [5.370388, -2.322250, 1.757772], [2.423155, 6.336339, 0.964216], [3.931688, -4.465452, 1.898341], [3.930633, -2.667771, 3.785766], [2.728988, 5.007974, 5.697996], [2.183994, -4.353250, 1.677758], [4.375728, 5.207948, -0.690841], [4.575965, -0.757048, 1.521778], [2.159038, 7.332245, 5.100608], [7.569250, 2.479968, 1.877624], [5.176477, 2.360375, 2.402803], [2.172356, -2.732024, 3.656362], [3.271277, -4.056933, 0.312494], [2.304172, 4.697448, -0.572167], [4.645265, -1.928619, 0.193203], [8.373387, 3.958070, 0.070587], [2.016887, 7.982487, 2.718028], [6.750829, 5.327009, -1.196844], [3.147684, 3.348307, 3.942655]], "atomic_forces_ev_per_a": [[1.6070, 1.1722, -2.9420], [-0.3265, 0.1189, 0.4310], [0.4164, 0.2467, 0.1805], [-0.0434, 0.0341, 0.1211], [0.0198, 0.0167, 0.0335], [0.0387, 0.0832, 0.1670], [-0.1728, -0.3084, 0.2201], [0.0159, -0.1404, 0.0436], [0.2870, -0.1748, -0.3868], [-0.1091, 0.0441, 0.1254], [-0.0657, -0.0716, 0.0989], [-0.0624, 0.0447, 0.0633], [0.4016, -0.2308, 0.7249], [-0.0718, 0.2962, -0.2183], [-0.0028, 0.3081, -0.2369], [-0.3300, -0.9637, 0.6246], [-1.1356, -0.7353, 0.0667], [0.6716, -0.5528, 0.4062], [-0.8036, -0.3537, -0.5711], [-0.0458, 0.1687, -0.0224], [0.0541, -0.0059, -0.1831], [0.0415, -0.0584, -0.0059], [-0.1431, 0.0491, 0.1959], [-0.5040, 0.4150, 0.4334], [0.0870, -0.0020, 0.0702], [0.1014, 0.0436, -0.0696], [0.2516, -0.5066, -0.1562], [0.4533, -0.0693, 0.4818], [-0.0114, 0.0548, 0.0215], [-0.8389, 0.4912, -0.4547], [0.0420, -0.0277, 0.0558], [0.0207, -0.0486, -0.0465], [0.1139, -0.0420, 0.0354], [0.4014, 0.1308, -0.0123], [-0.0987, 0.0876, 0.0428], [0.1771, 0.0979, 0.0244], [0.2915, 0.3418, -0.4944], [0.0306, 0.0528, -0.0609], [-0.6401, 0.1053, 0.3268], [-0.0991, -0.0937, -0.1202], [0.1864, -0.3111, -0.1097], [-0.0081, -0.0647, 0.0560], [-0.2405, -0.0037, 0.5257], [-0.0719, -0.0490, 0.0147], [-0.1596, 0.5063, 0.0175], [0.0009, 0.0052, 0.1676], [-0.0385, -0.0114, 0.1592], [0.0119, -0.0832, -0.0145], [0.2229, 0.0576, -0.0013], [0.0116, 0.0460, 0.0316], [0.0500, -0.0205, 0.0228], [-0.0091, 0.0036, -0.0427], [0.0620, -0.0328, 0.0309], [0.0651, -0.0397, 0.0348], [0.0021, -0.0168, 0.0444], [-0.0391, -0.0019, 0.0082], [-0.0436, 0.0180, -0.0235], [0.0081, 0.0960, 0.0324], [-0.0049, 0.0390, 0.0211], [0.0350, -0.0324, 0.0321], [-0.0516, -0.0930, 0.0771], [-0.0764, -0.0042, -0.0154], [-0.0111, -0.0026, -0.0500], [0.0306, 0.0462, 0.0313], [-0.0133, -0.0078, -0.0332], [0.0429, 0.0103, -0.0134], [-0.0155, 0.0459, -0.0102], [0.0146, 0.0263, -0.0327], [0.0199, -0.1429, 0.0260]], "lowdin_charge": [1.018, 0.703, 0.756, 0.691, 0.688, 0.679, 0.689, 0.117, 0.069, 0.126, 0.127, 0.074, -0.098, 0.047, 0.188, 0.011, 0.015, -0.576, -0.578, -0.086, -0.013, -0.125, -0.710, -0.238, -0.017, -0.087, -0.148, -0.402, -0.075, -0.083, -0.024, -0.709, -0.071, -0.695, -0.016, -0.227, -0.140, -0.076, -0.308, -0.670, -0.253, -0.019, -0.475, -0.029, -0.145, -0.070, -0.128, -0.029, -0.694, 0.087, 0.095, 0.106, 0.093, 0.094, 0.106, 0.094, 0.105, 0.084, 0.103, 0.105, 0.105, 0.094, 0.093, 0.148, 0.085, 0.103, 0.104, 0.105, 0.106]}